ORCA calculation (ωB97M-V/def2-TZVPD) on a molecular structure, C34H73AlClO15Si at a distorted geometry.

CARTESIAN COORDINATES (ANGSTROEM)
C (1.54488, 1.17671, -0.47022)
Al (0.30881, 0.43689, 1.00143)
Cl (-1.73064, 1.47355, 0.68914)
C (1.02840, 1.04965, 2.86019)
C (2.38375, 0.23798, 3.30157)
O (3.44689, 1.06972, 3.88589)
Si (3.08671, 1.56775, 5.53094)
C (1.62616, 2.80868, 5.71210)
C (2.79937, 0.13117, 6.77974)
C (4.68324, 2.52704, 6.15556)
H (2.19678, 0.28305, -0.85213)
H (2.20958, 2.00022, 0.03060)
H (0.89645, 1.69301, -1.32476)
H (0.12997, -1.15265, 0.90622)
H (1.26800, 2.19475, 2.80757)
H (0.17552, 0.77872, 3.64557)
H (2.05263, -0.67742, 3.95107)
H (2.83785, -0.21608, 2.29487)
H (1.46540, 3.01823, 6.87636)
H (0.61143, 2.44601, 5.24494)
H (1.98791, 3.85201, 5.26389)
H (1.76427, -0.42195, 6.66084)
H (3.70193, -0.62089, 6.75248)
H (2.79736, 0.58747, 7.88143)
H (5.55910, 1.74748, 6.33491)
H (5.02188, 3.28156, 5.29502)
H (4.37684, 3.12357, 7.11533)
O (-0.19619, -4.46610, 3.27425)
C (-1.30777, -4.29004, 2.77917)
O (-1.56544, -3.17850, 2.05414)
C (-2.75939, -2.96856, 1.27792)
C (-3.87187, -2.40225, 2.13806)
C (-2.42515, -5.25534, 3.04700)
H (-3.05555, -3.88232, 0.75400)
H (-2.50009, -2.23935, 0.50272)
H (-4.15610, -3.09396, 2.93580)
H (-4.75786, -2.18975, 1.53280)
H (-3.54673, -1.47594, 2.62406)
H (-2.90271, -4.99909, 3.99581)
H (-2.00231, -6.26230, 3.11873)
H (-3.16975, -5.29545, 2.25503)
O (-4.19271, -3.63526, -0.96432)
C (-4.26653, -3.05499, -2.04577)
O (-4.68209, -1.76996, -2.10560)
C (-4.62106, -0.94615, -3.28447)
C (-5.84465, -1.15476, -4.15481)
C (-3.98850, -3.78672, -3.32613)
H (-3.68509, -1.10422, -3.82867)
H (-4.60296, 0.09208, -2.93569)
H (-5.91049, -2.18434, -4.51710)
H (-5.82242, -0.48486, -5.01922)
H (-6.75894, -0.96195, -3.58307)
H (-4.89237, -4.31177, -3.64439)
H (-3.19532, -4.51788, -3.14119)
H (-3.62873, -3.14629, -4.12841)
O (-1.93033, -0.79765, -5.60437)
C (-1.09735, 0.10481, -5.54582)
O (0.15588, -0.14846, -5.10669)
C (1.25077, 0.78314, -5.18053)
C (1.25245, 1.71281, -3.98309)
C (-1.47936, 1.51948, -5.86964)
H (1.24689, 1.32242, -6.13255)
H (2.16782, 0.18413, -5.16963)
H (0.34657, 2.32409, -3.94644)
H (2.11871, 2.38000, -4.01343)
H (1.28328, 1.13752, -3.05138)
H (-1.91886, 1.98542, -4.98437)
H (-2.22330, 1.50157, -6.67223)
H (-0.65294, 2.12425, -6.23641)
O (8.13923, 2.70167, 6.97132)
C (8.69423, 1.63187, 6.72799)
O (8.72829, 0.65172, 7.65843)
C (9.17754, -0.69336, 7.41135)
C (10.68252, -0.79766, 7.56074)
C (9.42439, 1.42701, 5.43301)
H (8.82437, -1.05571, 6.44122)
H (8.69837, -1.32348, 8.16849)
H (11.20407, -0.17324, 6.83019)
H (11.01279, -1.83217, 7.42973)
H (10.99410, -0.45122, 8.55215)
H (10.43536, 1.83203, 5.52168)
H (8.88951, 1.96694, 4.64543)
H (9.46689, 0.38834, 5.11270)
O (-7.05772, -2.05040, -7.19095)
C (-7.00924, -3.20877, -7.60028)
O (-6.49767, -4.18851, -6.82183)
C (-6.57036, -5.59385, -7.12487)
C (-5.42708, -6.01292, -8.02790)
C (-7.42811, -3.54195, -9.00228)
H (-7.54967, -5.85940, -7.53427)
H (-6.48290, -6.12134, -6.16883)
H (-5.46725, -5.50028, -8.99289)
H (-5.45274, -7.09150, -8.20810)
H (-4.46476, -5.75456, -7.57273)
H (-6.59172, -3.35877, -9.68114)
H (-8.26303, -2.89007, -9.27776)
H (-7.78778, -4.56150, -9.12229)
O (-7.53874, 1.72793, -3.37873)
C (-7.43223, 2.30022, -2.29576)
O (-7.37257, 3.64955, -2.23806)
C (-7.44171, 4.41869, -1.02325)
C (-6.07257, 4.54763, -0.38530)
C (-7.27186, 1.51320, -1.02810)
H (-8.18891, 4.00776, -0.33768)
H (-7.79913, 5.41437, -1.30749)
H (-5.66988, 3.57326, -0.09539)
H (-6.11959, 5.18110, 0.50519)
H (-5.36011, 4.98621, -1.09244)
H (-6.21871, 1.25346, -0.89631)
H (-7.85977, 0.59413, -1.11511)
H (-7.64164, 2.02641, -0.14315)
O (8.16732, 1.21444, 2.40184)
C (7.63085, 2.10528, 1.74586)
O (8.34753, 2.82268, 0.85184)
C (7.78100, 3.74647, -0.09566)
C (7.59576, 5.11592, 0.52760)
C (6.19760, 2.47688, 1.99042)
H (6.85651, 3.35170, -0.52771)
H (8.49823, 3.82269, -0.92009)
H (6.89437, 5.08544, 1.36590)
H (7.21999, 5.82906, -0.21179)
H (8.54653, 5.48805, 0.92453)
H (6.14526, 3.17956, 2.82556)
H (5.64462, 1.56886, 2.25049)
H (5.69831, 2.89643, 1.11983)

HOMO-LUMO gap: 0.2544 Ha
LUMO: 1.83 eV
total charge: -1
multiplicity: 1
HOMO: -5.09 eV